{"formula": "C4H9N2", "method": "ωB97M-V/def2-TZVPD", "elements": ["C", "C", "C", "C", "N", "N", "H", "H", "H", "H", "H", "H", "H", "H", "H"], "positions_angstrom": [[1.2074, 1.1510, -0.6038], [-0.6601, -0.6014, 0.6543], [-2.7186, 0.4427, 0.0240], [2.1152, -0.8864, 0.1489], [-1.8173, -0.2782, 0.7988], [1.0876, 0.0168, -0.1087], [0.3699, 1.7360, -0.8456], [2.1245, 1.4861, -1.1316], [-0.1590, -1.4499, 1.1683], [-3.5095, 0.9215, 0.5956], [-2.1665, 1.1227, -0.5898], [-3.0792, -0.4061, -0.6065], [2.9614, -0.8032, -0.5186], [2.4488, -0.5989, 1.1624], [1.7953, -1.8528, -0.1478]], "atomic_forces_ev_per_a": [[1.440, 0.345, -2.268], [-0.011, -1.641, 2.739], [-1.311, -0.282, -1.273], [1.669, 0.297, 0.398], [3.714, -0.735, -0.435], [-3.260, 0.879, -0.086], [-1.233, 0.825, 0.347], [-0.082, -0.204, 0.900], [-0.083, 0.766, -0.510], [0.049, -0.187, -0.051], [-0.173, 0.728, -0.475], [-0.593, 1.135, 0.119], [0.403, 0.848, -0.265], [0.011, -1.401, -0.165], [-0.539, -1.373, 1.026]], "mulliken_charge": [-0.105, 0.086, -0.581, -1.034, -0.095, -0.106, 0.209, 0.253, 0.416, 0.247, 0.240, 0.309, 0.380, 0.378, 0.403], "largest_force_ev_per_a": 3.81, "relative_energy_ev": 4.379, "homo_energy_ha": -0.5416, "charge": 1, "orbital_gap_ev": 10.1814}